15
Properties=species:S:1:pos:R:3 method="wB97M-V/def2-TZVPD" max_force_ev_per_a=0.62 e_above_lowest_kcal_mol=37.5 total_energy_ha=-250.60715 e_lumo_ev=0.983 homo_lumo_gap_ev=9.11
C 0.20377 -1.64860 -0.00737
C 0.37259 -0.22403 0.52047
C 0.86851 0.72929 -0.57583
C -0.99126 0.40388 0.90353
C -1.46513 1.26655 -0.25668
N -0.38772 1.37601 -1.00405
H -0.21769 -2.30345 0.76310
H 1.16168 -2.07502 -0.32719
H -0.47813 -1.66304 -0.86689
H 1.06983 -0.22918 1.36505
H 1.34476 0.21113 -1.41663
H 1.56635 1.48667 -0.19691
H -0.39547 1.94166 -1.84385
H -0.90883 1.07513 1.77088
H -1.74326 -0.34701 1.17236



15
Properties=species:S:1:pos:R:3 method="wB97M-V/def2-TZVPD" max_force_ev_per_a=0.29 e_above_lowest_kcal_mol=49.3 smiles=C1CC1N1CC1 total_energy_ha=-250.58844 e_lumo_ev=1.327 homo_lumo_gap_ev=10.53
C -1.65846 0.98265 0.03874
C -1.77609 -0.51410 -0.07869
C -0.48499 0.10596 0.35509
N 0.61743 0.10462 -0.56773
C 1.60910 -0.93966 -0.37154
C 1.89721 0.46315 0.01589
H -1.60456 1.54578 -0.88851
H -2.16055 1.48823 0.85879
H -2.34385 -1.05294 0.67464
H -1.80779 -0.94182 -1.07672
H -0.22037 -0.00545 1.41342
H 1.43510 -1.66790 0.42075
H 2.04211 -1.34836 -1.28213
H 2.54851 1.08436 -0.59373
H 1.90720 0.69548 1.08173